[1]
The following is a DFT calculation (ωB97M-V/def2-TZVPD) of a 4-piece molecular cluster, C37H83Cl2FN10O8P5S2 overall.

Calculated values
- DFT total energy: -6132.24415 Ha

ORCA input file:
```
! RIJCOSX wB97M-V def2-TZVPD def2/J DEFGRID3
* xyz 1 1
C -3.844 0.210 0.766
C -3.681 0.236 -0.759
C -2.489 1.085 -1.245
F -1.680 1.356 -0.156
C -1.550 0.388 -2.243
C -0.854 -0.899 -1.831
P 0.693 -0.744 -0.861
O 1.768 -1.704 -1.594
O 0.384 -1.431 0.563
S 1.347 1.031 -0.602
C -0.639 -1.633 -3.184
C -1.186 -3.090 -3.192
C -2.625 -3.180 -2.663
C -2.812 -3.613 -1.223
C -4.102 -3.780 -0.743
C -4.347 -4.137 0.574
C -3.282 -4.360 1.437
C -1.991 -4.201 0.975
C -1.766 -3.825 -0.340
C -1.349 -0.775 -4.186
P -1.354 -1.368 -5.945
O -1.120 0.022 -6.752
Cl 0.472 -2.284 -6.084
N -1.894 0.282 -3.685
C -2.681 1.264 -4.441
C -4.144 1.413 -3.996
C -4.934 0.088 -3.948
C -6.259 0.147 -4.751
S -6.547 -1.229 -5.853
O -7.441 -0.762 -6.863
O -7.007 -2.351 -5.103
Cl -4.748 -1.607 -6.741
H -4.861 -0.098 1.016
H -3.700 1.192 1.209
H -3.185 -0.541 1.200
H -3.691 -0.779 -1.161
H -4.582 0.730 -1.133
H -2.799 2.054 -1.634
H -0.724 1.128 -2.283
H -1.564 -1.356 -1.133
H 2.503 -1.831 -0.976
H 0.790 -2.303 0.645
H 0.412 -1.740 -3.459
H -1.208 -3.460 -4.219
H -0.490 -3.751 -2.680
H -3.160 -2.236 -2.825
H -3.159 -3.912 -3.276
H -4.971 -3.617 -1.372
H -5.348 -4.256 0.965
H -3.464 -4.635 2.467
H -1.142 -4.354 1.630
H -0.735 -3.697 -0.646
H -1.336 -0.125 -7.685
H -2.722 0.937 -5.476
H -2.165 2.225 -4.463
H -4.243 1.995 -3.084
H -4.596 2.014 -4.787
H -5.235 -0.130 -2.925
H -4.325 -0.766 -4.250
H -7.101 0.072 -4.062
H -6.375 1.077 -5.302
O 2.724 4.048 0.664
P 3.028 4.208 2.116
N 3.348 5.882 2.228
C 4.194 6.510 3.222
C 2.155 6.686 1.991
N 4.502 3.265 2.198
C 5.796 3.908 2.413
C 4.651 2.343 1.072
N 2.602 3.941 3.784
C 3.548 3.466 4.779
C 1.378 3.111 3.849
H 3.727 6.565 4.218
H 4.404 7.536 2.910
H 5.160 6.028 3.315
H 1.440 6.621 2.827
H 1.651 6.359 1.081
H 2.424 7.733 1.852
H 5.986 4.729 1.710
H 6.597 3.176 2.304
H 5.927 4.270 3.429
H 5.009 2.852 0.168
H 3.707 1.863 0.834
H 5.376 1.565 1.325
H 3.995 2.499 4.534
H 3.007 3.361 5.723
H 4.329 4.198 4.976
H 1.558 2.086 3.498
H 0.592 3.546 3.225
H 0.992 3.064 4.868
O -6.547 -5.572 -2.146
P -7.625 -6.526 -2.560
N -8.273 -5.677 -3.894
C -9.652 -5.734 -4.332
C -7.373 -5.683 -5.042
N -8.567 -6.286 -1.087
C -9.767 -5.470 -1.104
C -7.664 -5.886 0.001
N -8.291 -8.082 -2.955
C -9.527 -8.577 -2.374
C -7.242 -9.122 -2.818
H -9.909 -6.673 -4.845
H -9.830 -4.923 -5.041
H -10.354 -5.575 -3.520
H -7.316 -6.674 -5.518
H -6.367 -5.388 -4.738
H -7.706 -4.962 -5.788
H -9.610 -4.484 -1.563
H -10.117 -5.318 -0.081
H -10.602 -5.967 -1.598
H -7.375 -4.833 -0.106
H -6.758 -6.484 0.018
H -8.162 -6.008 0.967
H -9.507 -8.641 -1.283
H -9.697 -9.580 -2.769
H -10.386 -7.992 -2.698
H -6.943 -9.268 -1.773
H -6.351 -8.837 -3.386
H -7.586 -10.076 -3.216
O 8.352 4.612 4.116
P 9.822 4.546 4.346
N 9.919 3.567 5.742
C 10.987 3.595 6.718
C 9.510 2.192 5.474
N 10.109 6.235 4.732
C 10.452 6.657 6.085
C 9.037 7.122 4.266
N 11.429 4.262 3.746
C 12.547 5.149 4.016
C 11.369 3.996 2.289
H 11.915 3.123 6.362
H 10.668 3.045 7.606
H 11.214 4.598 7.060
H 10.253 1.651 4.867
H 8.556 2.175 4.945
H 9.370 1.649 6.409
H 9.751 6.282 6.842
H 10.455 7.747 6.134
H 11.467 6.378 6.367
H 8.168 7.106 4.935
H 8.698 6.854 3.269
H 9.411 8.148 4.226
H 12.390 6.174 3.671
H 13.419 4.747 3.496
H 12.817 5.147 5.071
H 11.074 4.888 1.721
H 10.640 3.207 2.079
H 12.333 3.652 1.915
*
```

Atom charges from the Mulliken analysis, given in e for atoms 1 to 99: atom 1 (C): -1.64, atom 2 (C): 0.53, atom 3 (C): -0.37, atom 4 (F): -0.37, atom 5 (C): -1.10, atom 6 (C): 0.91, atom 7 (P): 0.53, atom 8 (O): -0.56, atom 9 (O): -0.52, atom 10 (S): -0.41, atom 11 (C): 0.19, atom 12 (C): -1.59, atom 13 (C): 0.11, atom 14 (C): 0.30, atom 15 (C): -0.31, atom 16 (C): -0.80, atom 17 (C): -0.78, atom 18 (C): -1.09, atom 19 (C): 0.17, atom 20 (C): -0.10, atom 21 (P): 0.31, atom 22 (O): -0.52, atom 23 (Cl): -0.22, atom 24 (N): 0.44, atom 25 (C): -1.06, atom 26 (C): -0.92, atom 27 (C): 0.54, atom 28 (C): -0.92, atom 29 (S): 1.09, atom 30 (O): -0.58, atom 31 (O): -0.40, atom 32 (Cl): -0.19, atom 33 (H): 0.47, atom 34 (H): 0.36, atom 35 (H): 0.29, atom 36 (H): -0.32, atom 37 (H): 0.26, atom 38 (H): 0.76, atom 39 (H): 0.45, atom 40 (H): -0.49, atom 41 (H): 0.42, atom 42 (H): 0.31, atom 43 (H): 1.35, atom 44 (H): 0.68, atom 45 (H): 0.52, atom 46 (H): -0.76, atom 47 (H): 0.97, atom 48 (H): 0.63, atom 49 (H): 0.45, atom 50 (H): 0.42, atom 51 (H): 0.39, atom 52 (H): 0.36, atom 53 (H): 0.37, atom 54 (H): 0.43, atom 55 (H): 0.22, atom 56 (H): 0.29, atom 57 (H): 0.82, atom 58 (H): -0.04, atom 59 (H): -0.20, atom 60 (H): 0.40, atom 61 (H): 0.46, atom 62 (O): -0.90, atom 63 (P): 0.82, atom 64 (N): 0.13, atom 65 (C): -0.71, atom 66 (C): -1.17, atom 67 (N): 0.22, atom 68 (C): -1.10, atom 69 (C): -0.73, atom 70 (N): 0.01, atom 71 (C): -0.91, atom 72 (C): -1.08, atom 73 (H): 0.28, atom 74 (H): 0.41, atom 75 (H): 0.07, atom 76 (H): 0.35, atom 77 (H): 0.31, atom 78 (H): 0.37, atom 79 (H): 0.38, atom 80 (H): 0.50, atom 81 (H): 0.10, atom 82 (H): 0.34, atom 83 (H): 0.03, atom 84 (H): 0.36, atom 85 (H): 0.32, atom 86 (H): 0.45, atom 87 (H): 0.19, atom 88 (H): 0.37, atom 89 (H): 0.33, atom 90 (H): 0.38, atom 91 (O): -0.43, atom 92 (P): 0.26, atom 93 (N): 0.36, atom 94 (C): -0.91, atom 95 (C): -1.09, atom 96 (N): 0.12, atom 97 (C): -1.05, atom 98 (C): -1.14, atom 99 (N): 0.06

---

[2]
The following is a DFT calculation (ωB97M-V/def2-TZVPD) of a 4-piece molecular cluster, C19H32NO10 overall.

Calculated values
- DFT total energy: -1550.13572 Ha

ORCA input file:
```
! RIJCOSX wB97M-V def2-TZVPD def2/J DEFGRID3
* xyz 1 1
C 0.887 1.824 -0.004
C 0.305 0.475 -0.429
O 1.277 -0.566 -0.330
C -0.850 0.030 0.472
C -2.260 -0.105 -0.155
C -3.317 0.423 0.847
C -3.168 1.887 0.620
N -2.735 2.117 -0.563
C -2.561 0.847 -1.314
H 0.372 2.660 -0.477
H 1.943 1.895 -0.256
H 0.817 1.927 1.077
H -0.005 0.553 -1.473
H 2.035 -0.328 -0.864
H -0.892 0.652 1.366
H -0.585 -0.962 0.818
H -2.400 -1.134 -0.472
H -3.182 0.165 1.891
H -4.316 0.154 0.489
H -3.335 2.690 1.325
H -2.537 3.040 -0.924
H -1.880 0.893 -2.151
H -3.553 0.607 -1.706
C -1.033 -3.454 -1.476
C -2.280 -4.279 -1.655
C -2.208 -5.688 -1.103
O -3.083 -6.405 -1.981
C -3.124 -5.752 -3.167
O -3.602 -6.174 -4.163
O -2.537 -4.531 -3.046
H -1.176 -2.447 -1.873
H -0.776 -3.382 -0.420
H -0.197 -3.894 -2.019
H -3.155 -3.756 -1.252
H -2.556 -5.776 -0.077
H -1.203 -6.107 -1.186
C 2.473 -1.622 4.658
C 1.846 -2.726 3.848
C 2.397 -2.898 2.445
O 1.251 -3.382 1.724
C 0.151 -2.946 2.360
O -0.952 -2.998 1.903
O 0.456 -2.435 3.563
H 2.052 -1.589 5.662
H 3.547 -1.782 4.742
H 2.295 -0.656 4.186
H 1.871 -3.672 4.393
H 3.207 -3.617 2.375
H 2.704 -1.948 2.002
C 2.559 6.587 -2.843
C 2.862 6.161 -1.430
C 3.159 4.685 -1.245
O 2.692 4.443 0.089
C 1.722 5.350 0.361
O 0.977 5.278 1.283
O 1.700 6.311 -0.585
H 2.395 7.662 -2.896
H 3.391 6.333 -3.499
H 1.657 6.092 -3.205
H 3.660 6.772 -1.002
H 4.214 4.435 -1.318
H 2.585 4.064 -1.939
*
```

In elementary charge units, the Mulliken charges are: atom 1 (C): -1.58, atom 2 (C): 0.55, atom 3 (O): -0.46, atom 4 (C): 0.00, atom 5 (C): 0.69, atom 6 (C): -1.02, atom 7 (C): -0.09, atom 8 (N): 0.11, atom 9 (C): -1.03, atom 10 (H): 0.26, atom 11 (H): 0.44, atom 12 (H): 0.31, atom 13 (H): 0.12, atom 14 (H): 0.37, atom 15 (H): 0.71, atom 16 (H): -0.98, atom 17 (H): 0.05, atom 18 (H): 0.38, atom 19 (H): 0.44, atom 20 (H): 0.45, atom 21 (H): 0.28, atom 22 (H): 0.49, atom 23 (H): 0.40, atom 24 (C): -1.15, atom 25 (C): 0.60, atom 26 (C): -0.42, atom 27 (O): -0.36, atom 28 (C): 0.60, atom 29 (O): -0.51, atom 30 (O): -0.39, atom 31 (H): 0.21, atom 32 (H): 0.22, atom 33 (H): 0.55, atom 34 (H): 0.15, atom 35 (H): 0.30, atom 36 (H): 0.32, atom 37 (C): -1.43, atom 38 (C): 0.42, atom 39 (C): -0.42, atom 40 (O): -0.29, atom 41 (C): 0.73, atom 42 (O): -0.58, atom 43 (O): -0.36, atom 44 (H): 0.36, atom 45 (H): 0.38, atom 46 (H): 0.32, atom 47 (H): 0.28, atom 48 (H): 0.33, atom 49 (H): 0.21, atom 50 (C): -1.43, atom 51 (C): 0.43, atom 52 (C): -0.45, atom 53 (O): -0.29, atom 54 (C): 0.69, atom 55 (O): -0.54, atom 56 (O): -0.34, atom 57 (H): 0.36, atom 58 (H): 0.37, atom 59 (H): 0.35, atom 60 (H): 0.27, atom 61 (H): 0.37, atom 62 (H): 0.27

---

[3]
The following is a DFT calculation (ωB97M-V/def2-TZVPD) of C3H4O3Tl as an isolated structure.

Calculated values
- Relative energy (zero: lowest compared OMol25 entry of this formula, charge and spin): 591.8 kJ/mol

ORCA input file:
```
! RIJCOSX wB97M-V def2-TZVPD def2/J DEFGRID3
* xyz 0 2
C 0.626 1.800 0.797
C 0.467 1.514 -0.643
O -0.060 0.177 -0.746
C -0.667 -0.315 -1.790
O -1.239 -1.418 -1.317
Tl -0.019 -1.120 1.097
H 1.390 2.576 0.937
H -0.296 2.164 1.292
H -1.567 -1.954 -2.048
O 1.009 0.564 1.643
H 1.153 0.843 2.551
*
```

In elementary charge units, the Mulliken charges are: atom 1 (C): 0.16, atom 2 (C): -0.90, atom 3 (O): 0.14, atom 4 (C): -0.34, atom 5 (O): -0.27, atom 6 (Tl): 0.42, atom 7 (H): 0.27, atom 8 (H): 0.22, atom 9 (H): 0.38, atom 10 (O): -0.44, atom 11 (H): 0.34

---

[4]
The following is a DFT calculation (ωB97M-V/def2-TZVPD) of C10H6F14N2O4Ru as an isolated structure.

Calculated values
- Relative energy (zero: lowest compared OMol25 entry of this formula, charge and spin): 71.7 kJ/mol

ORCA input file:
```
! RIJCOSX wB97M-V def2-TZVPD def2/J DEFGRID3
* xyz 0 5
Ru 0.077 0.726 -0.029
N -0.064 2.653 -0.523
C -0.236 3.559 0.650
C 0.479 2.964 1.897
O 1.021 3.642 2.748
N 0.481 1.571 1.853
C 1.652 0.949 2.514
C 2.698 0.735 1.333
O 3.877 0.714 1.299
O 2.012 0.644 0.024
H 0.801 2.888 -1.025
H -0.816 2.823 -1.209
H -1.309 3.741 0.820
H 0.199 4.543 0.424
H 1.347 -0.034 2.924
H 1.969 1.691 3.254
F -2.472 1.985 0.402
C -1.907 0.769 -0.047
F -2.724 -0.169 0.539
C -2.354 0.702 -1.589
F -2.552 -0.582 -1.966
F -1.381 1.200 -2.469
F -3.479 1.432 -1.783
F 2.468 -2.304 -1.300
C 1.621 -2.639 -0.307
F 1.883 -1.865 0.778
F 1.827 -3.929 0.023
C 0.130 -2.309 -0.776
O 0.060 -0.981 -1.059
C -0.940 -2.832 0.323
F -2.197 -2.745 -0.125
F -0.849 -2.044 1.431
F -0.673 -4.107 0.686
C -0.110 -3.163 -2.131
F 0.605 -4.319 -2.128
F 0.270 -2.429 -3.187
F -1.411 -3.479 -2.270
*
```

In elementary charge units, the Mulliken charges are: atom 1 (Ru): 1.09, atom 2 (N): -0.52, atom 3 (C): -0.53, atom 4 (C): 0.48, atom 5 (O): -0.63, atom 6 (N): -0.10, atom 7 (C): -0.76, atom 8 (C): 0.83, atom 9 (O): -0.51, atom 10 (O): -0.61, atom 11 (H): 0.38, atom 12 (H): 0.31, atom 13 (H): 0.22, atom 14 (H): 0.45, atom 15 (H): 0.27, atom 16 (H): 0.45, atom 17 (F): -0.34, atom 18 (C): 0.51, atom 19 (F): -0.27, atom 20 (C): 0.80, atom 21 (F): -0.17, atom 22 (F): -0.28, atom 23 (F): -0.27, atom 24 (F): -0.27, atom 25 (C): 0.55, atom 26 (F): -0.20, atom 27 (F): -0.23, atom 28 (C): 0.87, atom 29 (O): -1.05, atom 30 (C): 0.40, atom 31 (F): -0.22, atom 32 (F): -0.23, atom 33 (F): -0.26, atom 34 (C): 0.56, atom 35 (F): -0.25, atom 36 (F): -0.24, atom 37 (F): -0.25